(1)
{
  "formula": "C3H7N2O",
  "method": "wB97M-V/def2-TZVPD",
  "e_lumo_ha": -0.150,
  "orbital_gap_ev": 10.98,
  "relative_energy_kcal_mol": 57.3,
  "total_charge": 1,
  "e_homo_ev": -15.05,
  "smiles": "[NH3+][C@@H]1COC=N1",
  "species": ["N", "C", "C", "O", "C", "N", "H", "H", "H", "H", "H", "H", "H"],
  "coordinates": [[0.6332, 1.1983, 0.8696], [0.1230, 0.4687, -0.3732], [-1.2799, -0.3738, -0.1636], [-0.7319, -1.7458, -0.1667], [0.5414, -1.6178, -0.5003], [1.0862, -0.5345, -0.7219], [0.9352, 0.5635, 1.5674], [0.2325, 2.1990, 1.0355], [1.5704, 1.6550, 0.6283], [-0.0812, 1.1265, -1.1636], [-1.8963, -0.1776, 0.7348], [-2.0463, -0.1740, -1.0332], [0.9136, -2.5875, -0.7130]],
  "forces_ev_per_a": [[1.6, 4.4, -2.8], [-2.3, -1.8, 0.8], [0.1, 0.6, -0.8], [-1.6, 1.9, 0.4], [-1.4, -3.2, -0.7], [1.2, 2.9, 0.3], [-0.6, -0.6, 1.8], [-0.5, -2.7, 0.8], [-0.7, -1.4, -0.4], [0.3, 1.5, -0.7], [0.8, -0.3, -0.1], [1.9, -0.7, 1.3], [1.1, -0.7, 0.1]],
  "mulliken_charge": [-0.427, -0.012, -0.369, -0.317, 0.055, -0.521, 0.343, 0.401, 0.394, 0.418, 0.319, 0.280, 0.436]
}

(2)
{
  "formula": "C5H9NO",
  "method": "wB97M-V/def2-TZVPD",
  "e_lumo_ha": 0.034,
  "orbital_gap_ev": 10.79,
  "relative_energy_kcal_mol": 42.3,
  "total_charge": 0,
  "e_homo_ev": -9.88,
  "smiles": "[H]/N=C1/CCCCO1",
  "species": ["H", "N", "C", "C", "C", "C", "C", "O", "H", "H", "H", "H", "H", "H", "H", "H"],
  "coordinates": [[-2.2462, 1.5526, 1.9193], [-1.2782, 1.2705, 2.0992], [-0.7512, 0.7953, 1.0575], [0.6953, 0.4946, 0.8640], [0.9861, -0.9042, 0.2866], [0.6823, -0.5780, -1.1809], [-0.8642, -0.1866, -1.1639], [-1.4060, 0.6841, -0.1453], [0.8487, 1.0962, -0.0504], [1.3262, 0.8653, 1.6653], [0.3262, -1.7088, 0.6394], [2.0114, -1.2190, 0.5114], [1.4826, 0.1271, -1.4830], [0.7430, -1.3750, -1.9249], [-1.3327, -1.1681, -0.9924], [-1.2232, 0.2540, -2.1018]],
  "forces_ev_per_a": [[0.1, -0.2, 0.0], [-0.1, 0.0, -0.3], [0.2, 0.0, -0.3], [0.1, 0.3, -0.1], [-0.1, 0.0, -0.1], [-0.4, -0.3, -0.2], [0.6, -0.3, -0.3], [0.0, -0.1, 0.1], [0.6, 0.6, 1.1], [-0.2, -0.3, 0.2], [0.0, 0.3, 0.2], [-0.1, 0.1, -0.3], [-1.0, 0.1, -0.2], [-0.1, -0.4, 0.3], [-0.1, 0.3, -0.3], [0.2, -0.3, 0.2]],
  "mulliken_charge": [0.274, -0.708, 0.443, -0.453, -0.529, -0.808, -0.349, -0.430, 0.295, 0.380, 0.337, 0.277, 0.289, 0.351, 0.294, 0.337]
}

(3)
{
  "formula": "C30H59FIN3O7S",
  "method": "wB97M-V/def2-TZVPD",
  "e_lumo_ha": -0.046,
  "orbital_gap_ev": 6.34,
  "total_charge": 0,
  "e_homo_ev": -7.59,
  "species": ["C", "C", "C", "C", "C", "I", "C", "C", "C", "C", "N", "C", "C", "O", "S", "O", "O", "O", "C", "C", "C", "O", "F", "O", "C", "C", "O", "C", "C", "H", "H", "H", "H", "H", "H", "H", "H", "H", "H", "H", "H", "H", "H", "H", "H", "H", "H", "H", "H", "H", "H", "H", "H", "H", "H", "H", "H", "H", "C", "C", "N", "C", "C", "C", "C", "H", "H", "H", "H", "H", "H", "H", "H", "H", "H", "H", "H", "H", "H", "H", "C", "C", "N", "C", "C", "C", "C", "H", "H", "H", "H", "H", "H", "H", "H", "H", "H", "H", "H", "H", "H", "H"],
  "coordinates": [[-1.5127, -3.8766, 2.1826], [-0.6776, -2.9427, 2.8814], [-0.9788, -1.4399, 3.3435], [0.4248, -0.6555, 3.1937], [0.5422, 0.4582, 2.0575], [2.1923, 1.7776, 2.7831], [1.0026, 0.0258, 0.5944], [0.9178, -1.5105, 0.1756], [2.0558, -2.5015, 0.7219], [3.3705, -1.8232, 1.3441], [4.1183, -2.9321, 2.0830], [3.6097, -3.0420, 3.4785], [2.8677, -4.3741, 4.0431], [3.7571, -2.1092, 4.3403], [-0.9950, 1.4943, 2.1859], [-1.4636, 2.0679, 0.8495], [-0.6406, 2.7443, 2.9953], [-2.1465, 0.7190, 3.0738], [-2.2938, -0.7329, 2.7866], [-2.6152, -0.8995, 1.2251], [-3.8470, 0.0247, 0.6947], [-3.7325, 0.5913, -0.4274], [-5.0801, 0.2004, 1.3706], [-3.5187, -0.9820, 3.4961], [-3.8162, -2.2928, 3.9193], [-4.7107, -3.1960, 2.8898], [-4.8346, -4.4935, 3.5805], [-5.4116, -5.4911, 2.7032], [-4.3759, -6.1433, 1.6519], [-1.7776, -3.8649, 1.0714], [-1.9869, -4.7322, 2.8078], [0.3580, -3.3536, 3.2125], [-1.1523, -1.5301, 4.4925], [0.6166, -0.1100, 4.2015], [1.2986, -1.4147, 3.1242], [2.0832, 0.3849, 0.3729], [0.3644, 0.6104, -0.1829], [1.0075, -1.5312, -0.9843], [-0.1074, -2.0213, 0.3706], [2.4163, -3.1498, -0.1727], [1.6872, -3.2782, 1.5035], [3.1852, -1.0142, 2.1286], [4.0865, -1.4945, 0.4991], [3.8505, -3.8419, 1.6470], [2.5068, -5.0690, 3.2037], [3.6676, -4.8932, 4.7054], [2.0172, -4.1017, 4.7823], [-1.7465, -0.6556, 0.5128], [-2.9478, -1.9691, 0.9201], [-2.9858, -2.9813, 4.2864], [-4.5266, -2.1921, 4.8378], [-4.1792, -3.4207, 1.9055], [-5.7762, -2.7904, 2.7630], [-6.3410, -5.0463, 2.1857], [-5.7485, -6.3628, 3.3915], [-3.6382, -6.8841, 2.1122], [-3.7351, -5.3537, 1.0911], [-5.0176, -6.6361, 0.8193], [-2.3473, 4.9780, 0.5277], [-2.6057, 5.7414, -0.7656], [-1.7412, 6.9027, -0.9494], [-2.1752, 7.7787, -2.0361], [-2.1483, 7.2175, -3.4559], [-0.3045, 6.6552, -0.8860], [0.2899, 5.6457, -1.8665], [-2.4225, 5.6415, 1.3945], [-3.0918, 4.1871, 0.6473], [-1.3643, 4.5036, 0.5367], [-3.6497, 6.0736, -0.7442], [-2.5270, 5.0406, -1.6075], [-1.5867, 8.7030, -2.0110], [-3.2018, 8.0971, -1.8195], [-1.1315, 7.1543, -3.8453], [-2.7025, 7.8827, -4.1255], [-2.6120, 6.2307, -3.5241], [-0.0601, 6.3204, 0.1285], [0.2332, 7.6044, -0.9886], [-0.3086, 4.7355, -1.9489], [1.2876, 5.3478, -1.5305], [0.4081, 6.0738, -2.8637], [3.1949, -2.7426, -3.7938], [2.8191, -1.3017, -4.1137], [3.7407, -0.3145, -3.5676], [3.2262, 1.0516, -3.6377], [2.9999, 1.6580, -5.0202], [5.1468, -0.4693, -3.9285], [5.5072, -0.4654, -5.4128], [3.3018, -2.8874, -2.7144], [2.4104, -3.4183, -4.1452], [4.1259, -3.0430, -4.2800], [1.8208, -1.1280, -3.6963], [2.7156, -1.1999, -5.2020], [3.8854, 1.7147, -3.0662], [2.2716, 1.0767, -3.0983], [3.9402, 1.9349, -5.4979], [2.4101, 2.5750, -4.9278], [2.4522, 0.9873, -5.6864], [5.5083, -1.4104, -3.4985], [5.7395, 0.2990, -3.4202], [4.8307, -1.0784, -6.0127], [6.5151, -0.8676, -5.5492], [5.5134, 0.5458, -5.8233]],
  "forces_ev_per_a": [[0.5, 0.4, 0.9], [-1.1, -0.8, -0.7], [1.2, -1.1, -0.8], [0.3, 0.7, 1.3], [1.1, -1.2, 0.6], [-0.6, -0.4, -0.3], [-0.4, 0.2, -1.5], [-0.3, -0.9, -0.8], [0.5, -0.3, -0.1], [0.5, -0.7, -0.4], [-2.3, -0.8, 2.1], [0.2, 2.2, 2.7], [1.0, 0.1, 0.0], [-0.6, -3.3, -3.9], [-0.3, 8.8, -1.1], [1.0, -3.9, 3.1], [-1.1, -4.6, -1.0], [1.5, -0.9, -1.4], [-0.8, 0.0, -0.9], [-1.1, -0.2, -0.7], [0.5, 2.7, -4.6], [-0.8, -2.9, 5.5], [2.8, -0.9, -0.7], [1.9, -0.3, -0.3], [-2.4, -2.3, 1.1], [0.4, -0.5, 0.8], [-0.1, 0.5, -1.3], [0.1, -1.1, 0.2], [-0.4, 0.7, -0.9], [-0.9, 1.0, 1.9], [2.2, 0.3, -1.5], [-2.4, 0.4, 1.2], [0.2, 0.0, -1.9], [-0.4, -0.9, -1.8], [-1.6, 1.3, -0.1], [-1.9, -0.6, 0.7], [0.9, -0.9, 1.5], [-0.1, 0.3, 1.9], [1.6, 1.1, -0.1], [-0.6, 1.0, 1.5], [0.2, 1.5, -1.3], [0.3, -0.9, -1.4], [-1.3, -0.1, 1.4], [0.5, 1.0, 0.2], [0.5, 0.9, 1.4], [-1.3, 0.6, -1.3], [1.4, -0.2, -1.5], [-1.4, 0.0, 1.2], [0.7, 1.7, 1.0], [-0.6, 1.3, -0.7], [1.3, 0.1, -1.6], [-0.8, 0.8, 1.1], [1.7, -0.2, -0.1], [1.4, -0.7, 0.6], [0.4, 1.6, -1.1], [-1.3, 1.0, -0.5], [-1.2, -1.2, 1.0], [1.2, 0.5, 1.5], [0.1, 0.2, 0.0], [0.1, -0.1, 0.1], [0.0, 0.4, -0.2], [-0.2, 0.0, 0.2], [0.0, 0.1, -0.3], [0.0, -0.2, 0.4], [0.2, -0.1, -0.2], [0.1, 0.0, -0.1], [0.1, 0.0, -0.1], [-0.1, 0.0, 0.1], [0.1, 0.2, -0.1], [0.0, -0.1, 0.0], [0.1, -0.2, 0.1], [0.0, -0.1, 0.1], [-0.1, -0.1, 0.0], [0.0, 0.0, 0.1], [0.1, 0.1, 0.0], [-0.2, 0.0, -0.1], [-0.3, 0.0, -0.1], [0.0, 0.1, 0.0], [0.0, 0.0, 0.0], [-0.1, -0.1, 0.0], [0.1, 0.0, 0.0], [0.1, -0.1, -0.1], [0.0, 0.3, 0.3], [-0.2, 0.0, 0.2], [0.0, 0.2, -0.2], [0.1, -0.4, 0.1], [0.2, 0.1, -0.2], [0.1, 0.0, -0.1], [0.1, 0.1, 0.0], [0.0, 0.0, 0.1], [0.1, 0.3, 0.0], [-0.1, -0.1, -0.1], [0.1, -0.2, 0.0], [0.0, -0.2, 0.0], [-0.1, -0.1, 0.0], [0.0, -0.1, 0.0], [0.1, 0.0, 0.1], [-0.2, 0.0, 0.0], [-0.3, 0.1, 0.0], [0.0, 0.0, 0.1], [-0.1, 0.0, 0.0], [-0.1, -0.1, -0.1]],
  "mulliken_charge": [-1.008, 0.046, 0.203, -0.305, -0.821, 0.231, -0.871, 0.220, -0.342, -0.139, -0.408, 0.661, -0.955, -0.574, 1.755, -0.554, -0.807, -0.649, 0.613, 0.323, 0.236, -0.510, -0.248, -0.445, -0.547, -0.125, -0.359, -0.266, -0.734, 0.259, 0.114, 0.132, 0.509, 0.831, -0.474, 0.509, 0.294, 0.323, -0.207, 0.236, -0.013, 0.162, 0.139, 0.315, 0.292, 0.355, 0.247, -0.163, 0.285, 0.181, 0.333, 0.049, 0.382, 0.282, 0.279, 0.239, 0.114, 0.325, -1.192, -0.341, 0.097, -0.706, -0.952, -0.744, -0.922, 0.298, 0.428, 0.142, 0.437, 0.219, 0.347, 0.409, 0.216, 0.397, 0.271, 0.381, 0.356, 0.229, 0.372, 0.284, -1.481, -0.511, 0.355, -0.501, -1.109, -0.748, -1.004, 0.254, 0.433, 0.381, 0.513, 0.294, 0.413, 0.152, 0.232, 0.429, 0.270, 0.371, 0.392, 0.252, 0.377, 0.264]
}

(4)
{
  "formula": "C50H40Cl2N5OP2RuS2",
  "method": "wB97M-V/def2-TZVPD",
  "spin_multiplicity": 2,
  "e_lumo_ha": [-0.062, -0.061],
  "orbital_gap_ev": [3.15, 3.16],
  "relative_energy_kcal_mol": 124.7,
  "total_charge": 0,
  "e_homo_ev": [-4.82, -4.83],
  "species": ["Ru", "O", "S", "C", "C", "C", "C", "C", "C", "P", "C", "C", "C", "C", "C", "C", "C", "C", "C", "C", "C", "C", "C", "C", "C", "C", "C", "C", "P", "C", "C", "C", "C", "C", "C", "C", "C", "C", "C", "C", "C", "H", "H", "H", "H", "H", "H", "H", "H", "H", "H", "H", "H", "H", "H", "H", "H", "H", "H", "H", "H", "H", "H", "H", "H", "H", "H", "H", "H", "C", "C", "N", "N", "C", "N", "S", "C", "C", "C", "C", "C", "N", "H", "H", "H", "H", "H", "H", "H", "H", "H", "Cl", "C", "C", "C", "C", "C", "Cl", "C", "N", "H", "H", "H"],
  "coordinates": [[1.1949, 0.4198, -0.1879], [1.6990, -3.9879, -0.7594], [1.1532, -2.7796, -0.1189], [-0.6589, -2.7756, -0.9677], [-1.6379, -3.7319, -0.7965], [-2.7349, -3.7518, -1.6476], [-2.8377, -2.8283, -2.6766], [-1.8439, -1.8729, -2.8435], [-0.7513, -1.8371, -1.9843], [0.5543, -0.5551, -2.1199], [1.8836, -1.4430, -3.0017], [3.1730, -0.9159, -3.0323], [4.1526, -1.5267, -3.7931], [3.8646, -2.6733, -4.5217], [2.5895, -3.2127, -4.4851], [1.6015, -2.5951, -3.7304], [-0.0533, 0.5805, -3.4118], [0.5109, 0.6322, -4.6786], [0.0360, 1.5323, -5.6228], [-1.0088, 2.3868, -5.3126], [-1.5823, 2.3380, -4.0478], [-1.1020, 1.4433, -3.1085], [0.7145, -3.2733, 1.5606], [0.2575, -4.5891, 1.5740], [-0.2398, -5.1687, 2.7255], [-0.2625, -4.4282, 3.8939], [0.2774, -3.1564, 3.8991], [0.7755, -2.5447, 2.7485], [-0.7088, -0.1492, 1.4860], [-1.7241, -1.2790, 2.5666], [-1.8500, -1.0403, 3.9303], [-2.7389, -1.7803, 4.6931], [-3.5115, -2.7721, 4.1067], [-3.3927, -3.0113, 2.7450], [-2.5131, -2.2607, 1.9818], [-2.1961, 0.8505, 1.1059], [-2.7908, 0.5744, -0.1165], [-3.9823, 1.1920, -0.4755], [-4.5836, 2.0903, 0.3884], [-4.0103, 2.3369, 1.6321], [-2.8362, 1.7039, 1.9980], [-1.5741, -4.4565, 0.0054], [-3.5083, -4.4931, -1.5031], [-3.6812, -2.8508, -3.3490], [-1.9216, -1.1509, -3.6453], [3.3971, -0.0218, -2.4584], [5.1488, -1.1085, -3.8140], [4.6338, -3.1488, -5.1130], [2.3621, -4.1143, -5.0343], [0.6135, -3.0320, -3.7050], [1.3324, -0.0216, -4.9377], [0.4918, 1.5661, -6.6013], [-1.3722, 3.0912, -6.0461], [-2.3980, 2.9990, -3.7902], [-1.5479, 1.4274, -2.1209], [0.3365, -5.1636, 0.6624], [-0.5887, -6.1899, 2.7090], [-0.6594, -4.8480, 4.8062], [0.3381, -2.6068, 4.8275], [-1.2374, -0.2870, 4.4080], [-2.8260, -1.5815, 5.7525], [-4.2053, -3.3472, 4.7025], [-3.9935, -3.7753, 2.2716], [-2.4525, -2.4373, 0.9110], [-2.3332, -0.1419, -0.7973], [-4.4303, 0.9678, -1.4339], [-5.5003, 2.5887, 0.1066], [-4.4889, 3.0148, 2.3236], [-2.4188, 1.8808, 2.9794], [0.6001, 2.5110, 4.2465], [0.2337, 2.0051, 2.8931], [0.1928, 0.6334, 2.7131], [1.2921, -0.0367, 3.2324], [1.5435, -1.2789, 3.1053], [2.7394, -1.6761, 3.7113], [2.6525, -1.2897, 0.2805], [0.0618, 2.8774, 1.7832], [-0.1574, 4.2587, 2.0165], [-0.3381, 5.1193, 0.9697], [-0.3141, 4.6212, -0.3339], [-0.0996, 3.2720, -0.5055], [0.0906, 2.4010, 0.4955], [1.2428, 1.7840, 4.7476], [-0.2858, 2.6598, 4.8792], [1.1343, 3.4544, 4.1958], [3.3708, -0.8990, 3.8481], [3.1764, -2.4613, 3.2472], [-0.2036, 4.6249, 3.0277], [-0.5057, 6.1707, 1.1577], [-0.4398, 5.2557, -1.1966], [-0.0434, 2.8631, -1.4988], [2.9973, 1.6347, 1.4556], [3.4026, 2.8173, 0.2400], [4.2146, 3.8788, 0.5850], [4.5063, 4.8294, -0.3803], [3.9774, 4.6995, -1.6589], [3.1778, 3.6202, -1.9701], [2.5110, 3.5081, -3.5694], [2.8597, 2.6107, -1.0349], [2.0863, 1.5603, -1.4242], [4.6024, 3.9639, 1.5873], [5.1351, 5.6709, -0.1380], [4.1837, 5.4368, -2.4191]],
  "forces_ev_per_a": [[-1.0, 1.0, 0.8], [-0.2, 0.8, 0.1], [0.4, -2.1, 1.0], [1.3, 1.6, -0.6], [0.6, -0.7, 0.7], [0.1, 0.2, -0.2], [0.2, 0.0, 0.1], [-0.2, -0.1, 0.0], [0.2, 0.3, -0.1], [0.2, 0.9, 0.0], [-0.2, -0.2, -0.1], [0.0, 0.2, 0.2], [0.0, 0.0, 0.0], [-0.1, 0.0, 0.0], [0.0, 0.1, 0.1], [0.1, 0.0, 0.0], [-0.1, -0.1, 0.1], [0.1, -0.1, -0.1], [0.0, 0.0, 0.0], [0.0, 0.0, 0.1], [0.0, 0.0, -0.1], [-0.2, -0.1, 0.2], [-0.2, -0.1, 0.0], [-0.1, -0.2, 0.0], [0.1, 0.1, -0.1], [0.0, 0.1, 0.0], [0.0, -0.3, 0.1], [0.2, 0.3, 0.1], [-0.2, 0.3, 0.7], [-0.1, 0.0, -0.2], [0.0, 0.1, 0.1], [0.0, 0.0, 0.0], [0.0, 0.0, 0.0], [0.0, 0.0, 0.0], [0.0, -0.1, -0.2], [0.2, -0.1, -0.1], [-0.1, -0.1, -0.1], [0.1, -0.1, 0.0], [0.0, 0.0, 0.1], [-0.1, -0.1, -0.2], [0.1, 0.0, 0.2], [0.0, 0.1, -0.1], [0.0, 0.0, 0.1], [-0.1, 0.0, 0.0], [0.0, 0.0, 0.0], [-0.1, -0.1, -0.1], [0.1, 0.0, 0.0], [0.1, 0.0, 0.0], [0.0, -0.1, 0.0], [-0.1, 0.0, 0.0], [0.0, 0.0, 0.0], [0.0, 0.0, -0.1], [0.0, 0.1, -0.1], [0.0, 0.0, 0.0], [0.0, 0.0, 0.0], [0.0, -0.1, 0.0], [0.0, -0.1, 0.0], [0.0, 0.0, 0.1], [0.0, 0.0, 0.0], [0.0, 0.1, -0.1], [0.0, 0.0, 0.1], [0.0, 0.0, 0.0], [-0.1, -0.1, 0.0], [-0.1, 0.1, 0.3], [0.0, 0.2, 0.1], [0.0, 0.0, -0.1], [-0.1, 0.0, 0.0], [0.0, 0.1, 0.0], [0.1, 0.0, 0.0], [-0.6, -0.3, 0.3], [-0.3, 3.1, -1.8], [-0.1, -1.7, 0.2], [-0.3, -0.1, -1.0], [0.0, 0.0, 0.1], [0.4, -0.4, 0.2], [-1.5, -1.1, -1.3], [0.7, -2.3, 2.6], [-0.2, 1.3, -0.7], [0.1, -0.2, 1.2], [0.1, -0.7, -1.0], [-0.2, 0.9, 0.0], [0.3, -0.9, -1.3], [0.0, 0.1, 0.0], [0.0, 0.1, 0.3], [0.1, 0.1, 0.0], [0.0, 0.0, 0.0], [0.1, 0.1, 0.1], [0.0, 0.0, 0.1], [0.0, 0.1, 0.0], [0.0, 0.0, -0.1], [0.1, 0.0, -0.1], [0.0, 0.1, 0.1], [0.1, -0.2, 0.6], [-0.1, -0.1, -0.1], [0.0, -0.1, 0.0], [0.0, -0.1, -0.1], [0.1, 0.3, -0.3], [0.0, 0.0, 0.1], [-0.6, -0.5, -0.5], [0.8, 0.3, 0.0], [0.0, 0.0, 0.1], [0.1, 0.1, 0.0], [0.0, 0.1, -0.1]],
  "mulliken_spin": [0.228, 0.000, -0.023, 0.003, 0.002, 0.000, 0.000, -0.003, -0.006, -0.003, -0.002, 0.003, 0.000, 0.001, 0.000, 0.004, 0.005, -0.002, 0.000, -0.001, 0.004, -0.002, 0.007, 0.001, -0.001, 0.001, -0.002, -0.002, 0.040, 0.003, 0.004, 0.001, 0.000, 0.001, -0.012, -0.032, 0.004, -0.001, 0.000, 0.000, 0.001, 0.000, 0.000, 0.000, 0.000, -0.006, 0.000, 0.000, 0.000, 0.000, 0.001, 0.000, 0.000, 0.000, -0.002, 0.000, 0.000, 0.000, 0.000, 0.000, 0.000, 0.000, 0.000, 0.004, -0.004, 0.000, 0.000, 0.000, -0.001, 0.006, -0.011, -0.003, 0.005, -0.015, 0.001, 0.012, 0.000, 0.007, 0.002, 0.011, -0.002, 0.019, -0.001, 0.000, 0.000, -0.001, 0.001, -0.001, 0.000, 0.000, 0.001, 0.012, 0.122, -0.080, 0.152, -0.077, 0.109, 0.010, -0.035, 0.532, -0.002, 0.015, -0.002]
}

Number 1: electronic energy -8243.6542 eV. Number 2: electronic energy -8867.3766 eV. Number 3: electronic energy -72511.7523 eV. Number 4: electronic energy -129867.2661 eV.